Record 1
49
Properties=species:S:1:pos:R:3:mulliken_charge:R:1 method="wB97M-V/def2-TZVPD" e_homo_ev=-9.5 max_force_ev_per_a=1.83 lumo_energy_ev=0.09 multiplicity=1 gap_ev=9.563
C 21.496 -19.987 -16.221 0.40
Br 21.420 -19.588 -14.301 0.02
Br 20.193 -21.316 -16.794 -0.03
Br 23.271 -20.612 -16.777 -0.03
H 21.290 -19.084 -16.779 -0.30
N 17.759 -17.075 -15.226 -0.56
C 18.457 -17.387 -16.319 -0.57
C 19.801 -17.016 -16.481 -0.03
C 20.463 -16.391 -15.436 -0.19
C 19.768 -16.222 -14.257 -0.35
C 18.429 -16.568 -14.173 -0.42
H 17.817 -17.746 -17.116 0.41
H 20.208 -17.116 -17.481 0.43
H 21.473 -16.016 -15.527 0.36
H 20.189 -15.788 -13.357 0.40
H 17.739 -16.305 -13.382 0.50
N 24.526 -22.703 -20.589 -0.35
C 24.825 -23.593 -21.545 -0.17
C 25.560 -24.744 -21.286 -0.48
C 26.034 -24.950 -20.002 -0.14
C 25.780 -24.017 -18.992 -0.65
C 24.953 -22.984 -19.352 0.42
H 24.349 -23.427 -22.503 0.36
H 25.695 -25.470 -22.076 0.36
H 26.551 -25.883 -19.808 0.35
H 26.189 -24.224 -18.015 0.37
H 24.551 -22.280 -18.629 -0.07
N 22.437 -18.151 -19.020 -0.08
C 22.600 -19.105 -19.947 -0.19
C 23.032 -18.751 -21.221 -0.68
C 23.427 -17.445 -21.470 -0.13
C 23.373 -16.504 -20.458 -0.67
C 22.889 -16.922 -19.231 -0.10
H 22.259 -20.097 -19.691 0.48
H 23.202 -19.517 -21.967 0.36
H 23.836 -17.207 -22.444 0.36
H 23.686 -15.472 -20.543 0.37
H 22.787 -16.208 -18.421 0.33
N 19.280 -19.284 -10.191 -0.56
C 18.336 -19.397 -9.265 -0.23
C 16.977 -19.287 -9.599 -0.34
C 16.606 -19.235 -10.916 -0.38
C 17.594 -19.254 -11.913 -0.48
C 18.888 -19.251 -11.485 0.04
H 18.706 -19.525 -8.257 0.39
H 16.248 -19.421 -8.808 0.35
H 15.552 -19.259 -11.162 0.38
H 17.317 -19.192 -12.956 0.44
H 19.721 -19.182 -12.173 0.33

---

Record 2
18
Properties=species:S:1:pos:R:3:mulliken_charge:R:1 method="wB97M-V/def2-TZVPD" total_charge=+1 e_homo_ev=-14.4 max_force_ev_per_a=5.70 lumo_energy_ev=-3.27 multiplicity=1 gap_ev=11.119
C -0.633 0.541 -1.125 -0.13
C -1.962 -0.833 0.042 -0.38
C -0.176 -0.773 0.894 -0.77
C 0.772 1.367 0.718 -0.75
C 1.545 -0.512 -0.771 -0.94
N -1.743 0.042 -0.955 -0.24
N 0.444 0.130 0.004 0.31
H -0.450 1.330 -1.778 0.49
H -2.430 -1.788 -0.338 0.30
H -2.679 -0.492 0.731 0.31
H -0.540 -0.375 1.904 0.29
H -0.099 -1.814 0.715 0.40
H 0.799 2.323 0.096 0.29
H -0.080 1.508 1.618 0.31
H 1.737 1.177 1.307 0.37
H 2.205 0.251 -1.318 0.37
H 2.269 -0.997 -0.139 0.40
H 1.022 -1.083 -1.604 0.37

---

Record 3
16
Properties=species:S:1:pos:R:3:mulliken_charge:R:1 method="wB97M-V/def2-TZVPD" e_homo_ev=-8.3 smiles="C[C@@H]1CN=C(N)N1" max_force_ev_per_a=1.90 lumo_energy_ev=1.01 multiplicity=1 gap_ev=9.333
C -0.890 0.123 -0.450 0.26
C -0.388 -1.425 -0.293 -0.45
C -1.820 0.596 0.659 -1.37
N 0.387 0.804 -0.450 -0.31
C 1.374 -0.107 -0.112 0.30
N 2.630 0.358 0.190 -0.45
N 1.018 -1.333 -0.039 -0.64
H 0.436 1.733 -0.060 0.27
H -1.370 0.237 -1.425 0.23
H 2.944 1.142 -0.362 0.24
H 3.311 -0.383 0.267 0.28
H -0.893 -1.959 0.514 0.27
H -0.582 -1.921 -1.246 0.28
H -2.744 0.021 0.642 0.35
H -2.071 1.649 0.531 0.37
H -1.341 0.466 1.633 0.37

---

Record 4
81
Properties=species:S:1:pos:R:3:mulliken_charge:R:1 method="wB97M-V/def2-TZVPD" e_homo_ev=-9.5 max_force_ev_per_a=13.28 lumo_energy_ev=0.23 multiplicity=1 gap_ev=9.746
C 9.022 55.337 53.278 -0.84
O 10.024 55.859 52.348 -0.34
C 11.256 55.136 52.273 0.35
C 11.951 56.045 51.303 -0.79
N 13.321 55.624 51.073 0.75
H 13.857 55.651 52.049 -0.50
H 13.197 54.554 50.880 0.31
C 14.078 56.426 50.128 -0.80
C 15.565 56.056 50.023 0.05
O 16.286 56.713 49.091 -0.51
C 17.705 56.309 49.226 -0.99
H 9.283 55.158 54.350 0.25
H 8.867 54.408 52.914 0.44
H 8.304 56.078 53.318 0.27
H 11.218 54.056 51.895 0.33
H 11.748 55.165 53.332 -0.16
H 11.889 57.016 51.829 0.28
H 11.438 56.191 50.315 0.37
H 13.883 57.465 50.589 0.40
H 13.396 56.481 49.297 0.52
H 15.536 55.093 49.622 0.44
H 15.990 56.193 51.026 0.12
H 17.868 55.427 49.355 0.55
H 18.371 56.972 49.834 0.25
H 18.062 56.639 48.221 0.32
C 15.390 55.058 53.654 1.11
O 15.884 54.301 52.550 -0.68
O 15.731 54.845 54.892 0.53
O 14.660 56.001 53.371 -1.06
H 15.951 53.876 55.030 -0.19
C 15.380 50.636 51.640 -1.06
C 14.316 51.699 51.159 -0.11
O 13.964 52.598 52.199 -0.38
H 16.425 51.120 51.738 0.15
H 15.718 50.013 50.718 0.32
H 15.312 50.066 52.490 0.38
H 13.276 51.324 50.783 0.29
H 14.695 52.328 50.294 0.20
H 14.855 52.859 52.381 -0.07
C 16.186 54.450 58.169 -0.30
O 15.388 55.542 58.426 -0.53
H 16.810 54.495 57.253 0.01
H 15.574 53.485 58.179 0.15
H 16.980 54.443 59.050 0.30
H 14.979 55.927 57.617 0.50
C 17.911 51.954 54.545 -0.47
O 16.936 52.460 55.463 -0.35
H 17.742 52.370 53.654 0.05
H 17.686 50.842 54.495 0.35
H 18.881 52.174 55.030 0.18
H 16.583 51.674 55.932 0.27
C 13.814 58.026 55.886 -0.78
O 14.236 56.805 56.255 -0.39
H 13.116 57.944 55.066 0.15
H 14.576 58.695 55.592 0.21
H 13.224 58.340 56.698 0.37
H 14.571 56.328 55.391 -0.03
C 12.658 53.741 56.813 -0.10
O 11.370 53.063 56.567 -0.57
H 12.631 54.500 56.065 0.01
H 13.472 53.140 56.422 0.16
H 12.712 53.877 57.930 0.22
H 11.126 52.995 55.730 0.26
C 17.758 57.675 56.335 -0.85
O 17.804 58.949 56.301 -0.53
H 18.575 57.203 55.816 0.38
H 17.004 57.111 55.709 0.20
H 17.601 57.356 57.307 0.45
H 16.769 59.222 56.532 0.37
C 16.570 58.891 53.028 -0.42
O 15.255 58.702 52.829 -0.52
H 16.953 59.805 52.210 0.19
H 17.145 57.965 52.908 0.07
H 16.711 59.138 54.005 0.30
H 14.999 57.826 53.006 0.40
C 19.139 55.499 53.261 -0.68
O 18.516 54.982 52.041 -0.55
H 18.382 55.926 53.893 -0.02
H 19.706 56.189 52.668 0.35
H 19.733 54.930 53.728 0.47
H 17.565 54.521 52.270 0.19

---

Record 5
9
Properties=species:S:1:pos:R:3:mulliken_charge:R:1 method="wB97M-V/def2-TZVPD" e_homo_ev="-9.3 / -10.2" max_force_ev_per_a=2.01 lumo_energy_ev="-0.83 / -1.20" multiplicity=1 gap_ev="8.492 / 8.961"
C -0.092 -0.729 0.059 -0.61
C 0.767 0.140 0.890 0.01
C -0.420 -0.462 1.518 0.33
Cl 2.379 -0.123 1.326 -0.09
Cl -0.196 -1.764 2.686 -0.16
Br -1.954 0.621 1.901 -0.09
H -0.740 -0.282 -0.682 0.21
H 0.280 -1.707 -0.222 0.26
H 0.529 2.253 0.482 0.13

---

Record 6
48
Properties=species:S:1:pos:R:3:mulliken_charge:R:1 method="wB97M-V/def2-TZVPD" e_homo_ev=-6.3 max_force_ev_per_a=2.15 lumo_energy_ev=-1.49 multiplicity=1 gap_ev=4.842
Mg 0.320 0.926 -0.368 0.83
O -3.369 3.075 -0.650 -0.47
C -2.120 2.603 -0.607 0.18
O -1.885 1.402 -0.519 -0.55
C -1.027 3.567 -0.655 0.49
C -1.089 4.962 -0.641 -0.64
C 0.105 5.664 -0.637 -0.28
C 1.319 4.981 -0.636 -0.66
C 1.285 3.588 -0.644 0.45
N 0.147 2.933 -0.667 -0.01
C 2.493 2.632 -0.575 0.46
O 3.613 3.094 -0.647 -0.67
O 2.143 1.422 -0.432 -0.66
H -3.997 2.335 -0.610 0.40
H -2.041 5.465 -0.623 0.53
H 0.093 6.743 -0.625 0.46
H 2.266 5.495 -0.619 0.54
C -0.090 -4.842 2.476 -1.61
C -0.078 -3.368 2.187 0.36
C -0.149 -2.449 3.225 -0.76
C -0.122 -1.085 2.946 -0.30
C -0.195 -0.073 4.053 -1.60
C -0.024 -0.683 1.637 -0.11
C 0.049 -1.568 0.534 1.35
C 0.010 -2.941 0.873 -1.09
N 0.147 -0.982 -0.668 -0.03
C 0.218 -1.533 -2.003 1.75
C -0.982 -0.957 -2.775 -1.47
C 0.219 -3.058 -2.182 -2.40
C 1.503 -0.973 -2.630 -1.54
H -0.160 -5.028 3.546 0.37
H 0.823 -5.303 2.099 0.33
H -0.935 -5.319 1.980 0.33
H -0.216 -2.785 4.249 0.22
H -0.259 -0.571 5.017 0.37
H -1.073 0.564 3.935 0.32
H 0.691 0.562 4.049 0.34
H 0.009 0.396 1.408 0.77
H 0.062 -3.707 0.121 0.48
H -1.915 -1.300 -2.333 0.33
H -0.953 -1.250 -3.822 0.49
H -0.956 0.133 -2.711 0.18
H -0.697 -3.504 -1.805 0.44
H 1.077 -3.508 -1.690 0.44
H 0.288 -3.283 -3.245 0.53
H 1.478 0.118 -2.588 0.27
H 1.610 -1.287 -3.666 0.47
H 2.368 -1.307 -2.062 0.36

---

Record 7
20
Properties=species:S:1:pos:R:3:mulliken_charge:R:1 method="wB97M-V/def2-TZVPD" e_homo_ev=-11.0 smiles=CC(C)C.O.O max_force_ev_per_a=0.91 lumo_energy_ev=0.49 multiplicity=1 gap_ev=11.474
C 1.018 -1.729 0.934 -1.34
C 1.620 -0.332 0.711 0.85
C 1.795 -0.083 -0.778 -1.20
C 0.725 0.696 1.371 -1.24
H 1.034 -2.003 1.986 0.37
H -0.015 -1.718 0.586 0.23
H 1.556 -2.473 0.348 0.39
H 2.605 -0.332 1.185 0.20
H 2.175 0.888 -1.066 0.39
H 0.826 -0.128 -1.241 0.08
H 2.340 -0.901 -1.252 0.38
H 0.671 0.591 2.459 0.38
H 1.065 1.716 1.217 0.40
H -0.300 0.678 1.015 0.10
H -2.161 2.328 0.211 0.33
H -2.411 1.045 -0.590 0.37
O -2.807 1.896 -0.354 -0.66
H -2.399 -1.057 -1.313 0.31
H -1.475 -0.580 -2.483 0.28
O -1.655 -0.491 -1.539 -0.64